<w>
Density functional theory data (ωB97M-V/def2-TZVPD) for one molecule with the formula C3H8N4O.

SMILES = [H]/N=C(NOC)/C(N)=N\[H]
E_HOMO = -9.137 eV
gap between HOMO and LUMO = 9.7 eV

Structure (ORCA input):
```
! wB97M-V def2-TZVPD RIJCOSX def2/J DEFGRID3
* xyz 0 1
H -0.42584 -2.16595 1.72822
N -1.05498 -1.56048 1.06171
C -0.37461 -0.60040 0.51542
N 0.94719 -0.53665 0.55818
O 1.70733 0.00756 -0.44706
C 2.43479 1.20889 0.11632
C -1.19478 0.26561 -0.38362
N -2.44957 0.38900 -0.03809
N -0.59075 0.79787 -1.42725
H 0.46939 0.61489 -1.31350
H 1.16597 -1.67228 0.59501
H 1.78693 2.11970 0.15433
H 3.22806 1.43095 -0.67777
H 2.77563 0.90364 1.08009
H -2.64623 -0.42829 0.44342
H -3.16815 0.26406 -1.00385
*
```

=====

<x>
Density functional theory data (ωB97M-V/def2-TZVPD) for C3H8N4O as an isolated structure.

E_HOMO = -7.740 eV
gap between HOMO and LUMO = 8.3 eV

Structure (ORCA input):
```
! wB97M-V def2-TZVPD RIJCOSX def2/J DEFGRID3
* xyz 0 1
C -1.94003 0.61678 -0.95821
N -0.49247 0.42594 -0.89563
C 0.07313 -1.12915 -0.50463
N 0.22320 -2.03511 -1.26810
H -0.00393 0.86738 -1.67718
H -2.36836 -0.01269 -1.74141
H -2.38496 0.33285 -0.00295
H -2.17727 1.66028 -1.17238
N 1.80242 -0.97869 1.28588
C 0.47971 -0.61368 0.90235
O 1.42847 1.48903 0.44097
N 0.22569 0.85446 0.70281
H 1.25330 2.39979 0.72074
H 2.32721 -1.32014 0.48807
H 1.82591 -1.65134 2.03855
H -0.27202 -0.90570 1.64112
*
```

=====

Ranked by calculated energy, most stable first: <w>, <x>.

=====

<w>
Density functional theory data (ωB97M-V/def2-TZVPD) for one molecule with the formula C2H4N2S3.

SMILES = SC1=CNSN1S
E_HOMO = -7.620 eV
gap between HOMO and LUMO = 7.9 eV

Structure (ORCA input):
```
! wB97M-V def2-TZVPD RIJCOSX def2/J DEFGRID3
* xyz 0 1
S 1.71530 1.16555 0.66445
C 0.18527 0.31666 0.50766
C 0.06641 -1.01128 0.25458
N -1.22593 -1.49724 0.33186
S -2.34389 -0.17384 0.73384
N -0.98296 1.08898 0.64360
S -1.09804 2.37020 -0.38296
H 2.24612 -0.07010 0.47089
H 0.87971 -1.72743 0.38391
H -1.53330 -1.89289 -0.62195
H -1.06243 3.38210 0.56273
*
```

=====

<x>
Density functional theory data (ωB97M-V/def2-TZVPD) for a 2-piece molecular cluster, C2H4N2S3 overall.

SMILES = N=C1SS1.C=NS
E_HOMO = -8.876 eV
gap between HOMO and LUMO = 7.7 eV

Structure (ORCA input):
```
! wB97M-V def2-TZVPD RIJCOSX def2/J DEFGRID3
* xyz 0 1
N 0.90894 0.12856 -0.28983
C 2.13612 0.16385 -0.26607
S 3.61451 0.19601 0.76170
S 3.42736 0.11329 -1.48425
H 0.56966 -0.10960 0.65589
C -1.71122 0.11079 1.11785
N -1.43979 0.02998 -0.09576
S -2.13621 -0.98555 -1.23619
H -2.56245 -0.33176 1.64309
H -1.13639 0.87501 1.58395
H -1.67053 -0.19059 -2.39038
*
```

=====

Ranked by calculated energy, most stable first: <w>, <x>.

=====

<w>
Density functional theory data (ωB97M-V/def2-TZVPD) for one molecule with the formula C2H4N2S3.

SMILES = S=CSC/N=N\S
E_HOMO = -8.755 eV
gap between HOMO and LUMO = 8.1 eV

Structure (ORCA input):
```
! wB97M-V def2-TZVPD RIJCOSX def2/J DEFGRID3
* xyz 0 1
S 1.79117 1.96156 -0.10600
C 1.16904 1.05253 -1.32976
S 0.58218 -0.55482 -1.09795
C 0.69446 -0.82121 0.77535
N -0.57586 -0.96948 1.41252
N -1.67584 -0.54172 1.09659
S -2.25937 0.12791 -0.33774
H 1.10535 1.28939 -2.28110
H 1.49125 -1.61861 0.79611
H 1.27957 0.09209 1.00646
H -3.60196 -0.01764 0.06551
*
```

=====

<x>
Density functional theory data (ωB97M-V/def2-TZVPD) for one molecule with the formula C2H4N2S3.

SMILES = S[C@H]1SC=NN1S
E_HOMO = -8.513 eV
gap between HOMO and LUMO = 9.1 eV

Structure (ORCA input):
```
! wB97M-V def2-TZVPD RIJCOSX def2/J DEFGRID3
* xyz 0 1
S -0.74801 1.56607 -1.58918
C -0.77530 0.36299 -0.14527
S -1.48117 -1.15496 -0.62757
C -0.07825 -2.03209 -0.18132
N 0.90002 -1.39353 0.23566
N 0.49548 0.03356 0.36244
S 1.68437 1.13354 0.63068
H 0.14147 2.31374 -0.77898
H -1.53070 0.94769 0.53081
H -0.10498 -3.12156 -0.38537
H 1.49708 1.34457 1.94809
*
```

=====

Ranked by calculated energy, most stable first: <x>, <w>.

=====

<w>
Density functional theory data (ωB97M-V/def2-TZVPD) for a 2-piece molecular cluster, C3H4NS overall.

E_HOMO = -16.116 eV
gap between HOMO and LUMO = 9.4 eV

Structure (ORCA input):
```
! wB97M-V def2-TZVPD RIJCOSX def2/J DEFGRID3
* xyz 1 1
C -0.98750 0.00859 0.00563
C 0.78801 1.15921 0.23464
C -0.04943 -1.08883 0.06509
N -0.49412 1.19485 0.12507
S 1.59955 -0.32167 0.18128
H -2.09801 -0.00318 -0.19382
H 1.51762 2.57748 -0.05922
H -0.17375 -1.95814 0.56501
H -0.10235 -1.56831 -0.92368
*
```

=====

<x>
Density functional theory data (ωB97M-V/def2-TZVPD) for an isolated ion of composition C3H4NS and charge +1.

E_HOMO (spin up / spin down) = -13.717 / -15.223 eV
gap between HOMO and LUMO (spin up / spin down) = 6.4 / 8.7 eV

Structure (ORCA input):
```
! wB97M-V def2-TZVPD RIJCOSX def2/J DEFGRID3
* xyz 1 1
C 0.30757 -0.18199 -1.44020
C 0.15075 -2.30053 0.78525
C -0.38695 0.31569 0.75396
N 0.03026 0.61361 -0.54334
S 0.78309 -1.04063 1.56552
H 0.48906 0.21391 -2.47832
H -0.49312 1.07771 1.50639
H -1.28172 -0.25620 0.55670
H 0.40105 1.55843 -0.70597
*
```

=====

<y>
Density functional theory data (ωB97M-V/def2-TZVPD) for an isolated ion of composition C3H4NS and charge +1.

E_HOMO = -16.166 eV
gap between HOMO and LUMO = 9.4 eV

Structure (ORCA input):
```
! wB97M-V def2-TZVPD RIJCOSX def2/J DEFGRID3
* xyz 1 1
C 0.88449 -0.55229 0.02729
C -1.36104 -0.44786 0.71722
C 0.41938 0.74526 -0.59093
N 0.17916 -1.16555 0.86439
S -1.29369 0.98153 -0.04866
H 1.94946 -0.94525 -0.06143
H -2.24522 -0.96000 1.04767
H 1.01705 1.73211 -0.35252
H 0.45042 0.61205 -1.60302
*
```

=====

Ranked by calculated energy, most stable first: <y>, <w>, <x>.

=====

<w>
Density functional theory data (ωB97M-V/def2-TZVPD) for H3NO2 as an isolated structure.

E_HOMO = -9.754 eV
gap between HOMO and LUMO = 10.5 eV

Structure (ORCA input):
```
! wB97M-V def2-TZVPD RIJCOSX def2/J DEFGRID3
* xyz 0 1
N -0.91657 0.18370 -0.12335
O 1.58473 0.18645 -0.01407
O 0.08268 -0.02704 0.68880
H -1.27299 -0.67963 -0.47165
H -1.21182 1.15823 -0.08789
H 1.73396 -0.82170 0.00816
*
```

=====

<x>
Density functional theory data (ωB97M-V/def2-TZVPD) for a 2-piece molecular cluster, H3NO2 overall.

E_HOMO = -10.002 eV
gap between HOMO and LUMO = 9.6 eV

Structure (ORCA input):
```
! wB97M-V def2-TZVPD RIJCOSX def2/J DEFGRID3
* xyz 0 1
N 0.07582 0.59753 -0.86311
O -0.28294 -1.13133 1.06403
O -0.00266 0.13359 0.98035
H 0.66292 1.40758 -0.94640
H -0.86745 0.77788 -1.15346
H 0.41431 -1.78525 0.91859
*
```

=====

Ranked by calculated energy, most stable first: <w>, <x>.

=====

<w>
Density functional theory data (ωB97M-V/def2-TZVPD) for a 2-piece molecular cluster, C4H10O3 overall.

SMILES = C1COCCO1.O
E_HOMO = -9.711 eV
gap between HOMO and LUMO = 10.6 eV

Structure (ORCA input):
```
! wB97M-V def2-TZVPD RIJCOSX def2/J DEFGRID3
* xyz 0 1
C -1.16371 -0.31755 -0.86033
C 0.06882 0.45047 -1.41214
O 0.88841 0.72619 -0.30360
C 1.26293 -0.44684 0.38010
C 0.17512 -1.29869 0.88739
O -0.71397 -1.54092 -0.21493
H -1.83757 -0.70489 -1.64858
H -1.77588 0.28068 -0.15831
H -0.19402 1.43088 -1.85389
H 0.62751 -0.12393 -2.17593
H 1.88073 -1.10044 -0.26533
H 1.91040 -0.06931 1.19478
H 0.47578 -2.26280 1.34075
H -0.38003 -0.72481 1.65416
O -0.39501 2.27906 1.01274
H 0.26432 1.56474 0.86012
H -1.09381 1.85816 1.56300
*
```

=====

<x>
Density functional theory data (ωB97M-V/def2-TZVPD) for a 3-piece molecular cluster, C4H10O3 overall.

SMILES = C=CC(=C)O.O.O
E_HOMO = -8.434 eV
gap between HOMO and LUMO = 9.0 eV

Structure (ORCA input):
```
! wB97M-V def2-TZVPD RIJCOSX def2/J DEFGRID3
* xyz 0 1
C -0.66481 1.56158 -1.05987
C -1.27222 0.88557 -0.08788
C -1.02569 -0.54076 0.16674
C -1.84006 -1.24927 0.96007
O 0.20778 -0.97329 -0.19381
H 0.02882 1.10253 -1.75712
H -0.63473 2.62534 -1.27726
H -2.20818 1.21613 0.34767
H -1.61315 -2.22353 1.36618
H -2.78805 -0.82590 1.25995
H 0.46459 -1.77146 0.27837
O 1.11580 -1.11156 2.56088
H 0.53182 -0.35624 2.61931
H 1.99006 -0.75614 2.57448
O 2.24937 0.86020 -2.82668
H 2.63847 1.44901 -2.15992
H 2.82020 0.10779 -2.77113
*
```

=====

Ranked by calculated energy, most stable first: <w>, <x>.

=====

<w>
Density functional theory data (ωB97M-V/def2-TZVPD) for a 2-piece molecular cluster, C4H10O3 overall.

SMILES = O=CCCCO.O
E_HOMO = -10.023 eV
gap between HOMO and LUMO = 10.5 eV

Structure (ORCA input):
```
! wB97M-V def2-TZVPD RIJCOSX def2/J DEFGRID3
* xyz 0 1
O 3.75823 0.05981 -0.62457
C 3.22149 -0.86756 -0.03925
C 1.82739 -0.62833 0.41936
C 1.04343 0.32361 -0.66718
C -0.38665 0.46153 -0.34058
O -0.70548 1.49263 0.58096
H 3.87674 -1.52473 0.46016
H 1.87947 -0.00596 1.26505
H 1.19541 -1.41396 0.68372
H 1.54131 1.39009 -0.40312
H 1.10731 -0.09540 -1.60752
H -1.09170 0.77815 -1.17618
H -0.74893 -0.52842 0.07898
H 0.09905 1.92403 1.04123
O -5.77405 -0.47981 0.42716
H -6.02913 -0.35492 -0.48193
H -4.81386 -0.53077 0.38373
*
```

=====

<x>
Density functional theory data (ωB97M-V/def2-TZVPD) for a 3-piece molecular cluster, C4H10O3 overall.

SMILES = C=COC.C=O.O
E_HOMO = -9.368 eV
gap between HOMO and LUMO = 10.3 eV

Structure (ORCA input):
```
! wB97M-V def2-TZVPD RIJCOSX def2/J DEFGRID3
* xyz 0 1
C 0.57237 -2.33554 -0.08766
C 0.85817 -1.30183 0.68721
O 1.24024 -0.09500 0.17143
C 1.29150 0.98700 1.09547
H 0.56335 -2.25045 -1.16203
H 0.28338 -3.27572 0.34565
H 0.83241 -1.35796 1.77035
H 1.84942 0.70732 1.99319
H 0.28195 1.30942 1.36527
H 1.81477 1.79757 0.59106
C -2.12504 0.76706 -0.57230
O -1.69986 1.72153 0.09897
H -2.83879 0.93232 -1.39228
H -1.99204 -0.28320 -0.27240
O -0.54945 0.71400 -1.82714
H -0.51607 1.69093 -1.51794
H 0.13370 0.27256 -1.28685
*
```

=====

<y>
Density functional theory data (ωB97M-V/def2-TZVPD) for a 2-piece molecular cluster, C4H10O3 overall.

SMILES = C[C@@H](O)C=O.CO
E_HOMO = -10.034 eV
gap between HOMO and LUMO = 10.8 eV

Structure (ORCA input):
```
! wB97M-V def2-TZVPD RIJCOSX def2/J DEFGRID3
* xyz 0 1
C -2.29621 1.11407 0.53802
C -0.80907 0.73898 0.42596
O -0.13360 0.94645 1.63670
C -0.71342 -0.71107 0.01426
O -0.23590 -1.54444 0.73541
H -2.37705 2.14156 0.88527
H -2.79061 0.46488 1.25697
H -2.78262 1.02212 -0.42707
H -0.34348 1.36144 -0.35068
H 0.09232 0.06255 1.98518
H -1.17368 -0.95657 -0.95430
C 2.41323 -1.01385 -0.72999
O 1.38292 -0.40480 -1.47736
H 3.16660 -1.46677 -1.38102
H 2.89759 -0.29740 -0.05971
H 1.94242 -1.79360 -0.13347
H 1.76064 0.33638 -1.96416
*
```

=====

<z>
Density functional theory data (ωB97M-V/def2-TZVPD) for a 3-piece molecular cluster, C4H10O3 overall.

SMILES = C=CC(=C)O.O.O
E_HOMO = -9.085 eV
gap between HOMO and LUMO = 9.5 eV

Structure (ORCA input):
```
! wB97M-V def2-TZVPD RIJCOSX def2/J DEFGRID3
* xyz 0 1
C -1.43131 1.76698 -1.30931
C -0.56115 0.99806 -0.68694
C -0.26057 1.11890 0.76807
C -0.20271 2.13075 1.62103
O 0.02002 -0.16651 1.35828
H -1.87623 2.66267 -0.84547
H -1.72837 1.87692 -2.39622
H -0.04902 0.20093 -1.18980
H 0.18438 2.04276 2.59615
H -0.24834 3.28302 1.41830
H 0.47456 -0.67831 0.79014
O -0.16203 -3.94599 0.78907
H 0.68317 -3.92616 1.04995
H -0.74355 -3.50718 1.38299
O 1.65494 -1.48644 -1.98513
H 1.79808 -0.52925 -1.90506
H 2.44814 -1.84114 -1.45603
*
```

=====

Ranked by calculated energy, most stable first: <y>, <w>, <x>, <z>.